(1)
C20H20N2O5S in the gas phase, computed with ωB97M-V with the def2-TZVPD basis set.

Each line ends with the Mulliken charge.
Element x y z (Å)
C: -0.58034 2.60723 -3.14052  -1.42
C: -1.58993 1.64359 -2.52914  0.04
C: -1.99100 2.03238 -1.10321  -1.08
C: -0.98231 1.56344 -0.05562  -0.67
O: -0.66169 0.17340 -0.07940  0.54
C: -1.58662 -0.73177 0.38203  0.66
C: -2.76935 -1.01477 -0.29230  -0.83
C: -3.62374 -2.00431 0.16101  -0.80
C: -3.30771 -2.74524 1.28529  -0.87
C: -2.12552 -2.49500 1.95690  -0.58
C: -1.27409 -1.49484 1.51627  0.15
N: -0.04758 -1.28162 2.19300  0.36
C: 0.95485 -2.25849 2.24350  0.58
O: 0.82559 -3.38288 1.84702  -0.62
C: 2.10027 -1.67068 3.04938  -0.95
C: 1.81158 -0.18265 3.05322  0.12
S: 2.74917 0.80078 1.81310  -0.31
C: 2.32151 0.02460 0.29992  0.71
N: 1.89003 -1.22364 0.36114  -0.23
C: 1.50327 -1.84630 -0.73341  -0.33
C: 1.52277 -1.24988 -1.98426  -0.92
C: 2.00105 0.04429 -2.07255  -0.12
C: 2.43282 0.70442 -0.92451  -0.11
C: 2.93690 2.08483 -1.04637  0.47
O: 2.72791 2.80505 -1.99124  -0.60
O: 3.66563 2.47014 0.00753  -0.42
C: 0.33987 -0.06557 2.69422  0.07
O: -0.36396 0.90035 2.83123  -0.64
H: 0.33780 2.64394 -2.56139  0.27
H: -0.32945 2.29712 -4.15246  0.34
H: -0.99578 3.61176 -3.18709  0.43
H: -2.48300 1.62507 -3.15923  0.44
H: -1.16810 0.63550 -2.51476  0.09
H: -2.05806 3.11894 -1.02185  0.54
H: -2.97584 1.62981 -0.86082  0.34
H: -1.32865 1.83793 0.94740  0.25
H: -0.01740 2.04590 -0.23362  0.43
H: -3.00586 -0.47965 -1.19705  0.41
H: -4.53584 -2.20460 -0.38099  0.43
H: -3.97149 -3.52159 1.63267  0.39
H: -1.84852 -3.07470 2.82363  0.47
H: 2.06008 -2.08317 4.06096  0.34
H: 3.05895 -1.93617 2.60950  0.32
H: 2.03774 0.32858 3.98897  0.58
H: 1.16197 -2.86144 -0.57613  0.44
H: 1.17797 -1.78207 -2.85547  0.46
H: 2.05242 0.56953 -3.01497  0.49
H: 3.95168 3.39246 -0.08954  0.35

Output
Molar mass: 400.5 g/mol
SMILES: CCCCOc1ccccc1N1C(=O)C[C@@H](Sc2ncccc2C(=O)O)C1=O
HOMO: -8.83 eV
LUMO level: 0.070 eV
HOMO-LUMO gap: 8.89 eV

=====

(2)
A molecular structure, C20H20N3O9V in a non-equilibrium geometry, computed with ωB97M-V with the def2-TZVPD basis set.

Each line ends with the Mulliken charge.
Element x y z (Å)
O: 1.80290 5.18134 -2.15082  -0.60
V: 1.94973 5.23682 -0.61942  1.65
O: 3.32061 4.56371 -0.02884  -0.61
C: 0.83043 1.49311 0.68088  -0.93
C: 0.10756 2.52007 -0.12085  -0.01
O: 0.44206 3.84838 0.21032  -0.68
H: 0.73923 1.70107 1.75382  0.38
H: 1.91577 1.56095 0.58106  0.33
H: 0.42497 0.49016 0.54372  0.10
H: -0.97678 2.43102 -0.00449  0.19
H: 0.32089 2.26687 -1.16640  0.21
C: -4.33953 2.96885 -4.05104  -0.22
C: -5.49477 3.49006 -3.51633  -0.63
C: -5.49286 4.02562 -2.24525  -0.17
C: -4.27561 4.16660 -1.58288  -0.10
C: -3.08484 3.76426 -2.20583  -0.02
C: -3.10693 3.12393 -3.42999  -0.71
N: -4.16968 4.88718 -0.34863  0.97
O: -5.19446 5.44012 0.05329  -0.59
O: -3.10925 5.11557 0.20694  -0.59
H: -4.32093 2.47915 -5.01650  0.36
H: -6.45307 3.23782 -3.95086  0.33
H: -6.38096 4.47912 -1.83015  0.44
H: -2.16892 4.08475 -1.72559  0.54
H: -2.22465 2.71643 -3.90090  0.40
C: 3.41673 -2.06598 2.21884  -0.33
C: 4.67993 -2.52893 2.55794  -0.72
C: 5.44588 -3.20703 1.61624  -0.27
C: 4.96540 -3.29531 0.31247  -0.08
C: 3.71049 -2.76653 -0.01405  -0.49
C: 2.87993 -2.19308 0.92783  0.06
N: 5.72519 -4.08513 -0.66462  0.99
O: 5.22006 -4.24110 -1.76308  -0.60
O: 6.77170 -4.59152 -0.31979  -0.60
H: 2.76640 -1.84593 3.05683  0.35
H: 5.05163 -2.53856 3.57260  0.38
H: 6.35044 -3.69276 1.95090  0.43
H: 3.31965 -3.00541 -0.99423  0.42
H: 1.82495 -2.06275 0.74028  0.45
C: 0.20392 -3.51990 2.90495  -0.40
C: -0.15244 -2.17693 2.70212  -0.58
C: -1.04601 -1.92978 1.68385  -0.22
C: -1.52634 -2.90411 0.83159  0.17
C: -1.15878 -4.22939 1.05170  -0.28
C: -0.23266 -4.54465 2.04154  -0.57
N: -2.42792 -2.52449 -0.25599  0.93
O: -3.08885 -3.41662 -0.76367  -0.60
O: -2.38165 -1.39865 -0.70665  -0.55
H: 1.04495 -3.75695 3.54500  0.40
H: 0.28753 -1.37000 3.26866  0.43
H: -1.22281 -0.86456 1.59510  0.40
H: -1.58554 -4.99234 0.41522  0.45
H: 0.09730 -5.52454 2.35315  0.42

Output
Molar mass: 497.3 g/mol
HOMO: -9.61 eV
LUMO level: -2.411 eV
HOMO-LUMO gap: 7.20 eV

=====

(3)
C20H20N4O5S in the gas phase in a non-equilibrium geometry, computed with ωB97M-V with the def2-TZVPD basis set.

Each line ends with the Mulliken charge.
Element x y z (Å)
C: -1.88010 -1.88165 3.21818  -1.40
C: -2.53149 -1.86322 1.86686  0.44
N: -3.41599 -0.71294 1.86643  -0.76
N: -2.83314 0.38636 1.17311  0.35
C: -3.60257 1.33268 0.59600  0.51
O: -4.83566 1.27012 0.63898  -0.71
C: -2.86969 2.29503 -0.25447  -0.88
C: -1.61802 2.08280 -0.75086  0.31
C: -0.84275 3.14318 -1.38356  0.51
C: -0.95563 4.44966 -1.10164  -0.53
C: -0.21640 5.43692 -1.84840  -0.70
C: 0.60205 5.00673 -2.94460  0.32
N: 1.38876 5.89836 -3.58143  0.80
O: 0.88065 6.81727 -4.31355  -0.49
O: 2.62815 5.91258 -3.53030  -0.51
C: 0.65094 3.59155 -3.21458  -0.64
C: -0.10959 2.71295 -2.48774  -0.38
N: -1.00857 0.85191 -0.33589  -0.02
C: -1.39818 0.14378 0.91657  -0.73
C: -1.55199 -1.45156 0.71242  0.31
C: -0.15353 -2.10183 0.61925  0.25
C: -0.04241 -3.17535 -0.31179  -0.61
C: 1.17459 -3.93194 -0.23177  -0.56
C: 2.26228 -3.46419 0.47764  0.08
S: 3.81533 -4.52877 0.46693  1.26
C: 4.97246 -3.26405 0.39066  -1.09
O: 3.80246 -5.32353 -0.81965  -0.66
O: 3.90609 -5.22941 1.73673  -0.64
C: 2.13446 -2.35144 1.35955  -0.42
C: 0.92844 -1.60986 1.40928  -0.38
H: -1.23426 -0.93554 3.39566  0.11
H: -2.59098 -1.88218 4.04166  0.49
H: -1.38132 -2.80076 3.41145  0.38
H: -3.12876 -2.85148 1.63749  0.32
H: -4.27225 -0.88905 1.46438  0.26
H: -3.31668 3.25937 -0.54063  0.49
H: -1.38559 4.76805 -0.12766  0.44
H: -0.24281 6.45093 -1.67484  0.50
H: 1.43378 3.19059 -3.81655  0.40
H: 0.06106 1.64502 -2.61565  0.38
H: -0.04387 0.75707 -0.58921  0.36
H: -0.81916 0.44654 1.86914  -0.03
H: -2.08927 -1.58305 -0.27473  0.40
H: -0.83331 -3.43602 -1.04926  0.37
H: 1.23532 -4.91506 -0.69820  0.41
H: 5.02055 -2.80033 1.35949  0.37
H: 5.95896 -3.49343 0.04188  0.40
H: 4.58976 -2.56423 -0.30986  0.41
H: 2.93449 -2.03057 2.05008  0.18
H: 0.82341 -0.77802 2.08701  0.34

Output
Molar mass: 428.5 g/mol
SMILES: C[C@H]1NN2C(=O)C=C(c3ccc([N+](=O)[O-])cc3)N[C@@H]2[C@H]1c1ccc(S(C)(=O)=O)cc1
HOMO: -8.41 eV
LUMO level: -1.027 eV
HOMO-LUMO gap: 7.38 eV

=====

(4)
C20H20N4O5S in the gas phase in a non-equilibrium geometry, computed with ωB97M-V with the def2-TZVPD basis set.

Each line ends with the Mulliken charge.
Element x y z (Å)
C: 4.31218 -6.22484 -2.75448  -1.06
C: 2.98771 -5.86835 -1.93679  -0.37
O: 3.31756 -4.90380 -0.87247  -0.46
C: 2.71389 -3.69163 -0.93246  0.39
C: 1.37336 -3.66878 -0.71152  0.14
C: 0.62804 -2.52398 -0.76368  -0.55
C: 1.22074 -1.22605 -0.92200  0.29
C: 0.44993 0.01033 -1.10461  0.29
C: 0.60939 0.85655 -2.17666  -1.03
C: -0.49845 1.81244 -2.13185  0.57
C: -0.81654 2.93637 -2.96768  -0.71
C: -2.00352 3.53282 -2.71653  -0.39
C: -2.85526 3.07963 -1.71683  -0.56
N: -2.50676 2.12838 -0.81572  -0.54
C: -1.30747 1.55568 -0.99344  0.33
N: -0.68187 0.49014 -0.40274  0.37
C: -1.09514 0.04019 0.83710  0.42
O: -1.12725 -1.10395 1.13940  -0.63
N: -1.44251 0.75962 1.87954  0.28
C: -2.21715 0.24684 3.03666  -0.70
C: -2.69027 1.44883 3.73684  -0.49
N: -1.85295 2.41343 3.23202  -0.01
S: -2.29965 4.06447 3.21415  1.21
C: -0.84414 5.06318 3.24355  -0.88
O: -3.17960 4.35962 2.09956  -0.62
O: -3.10906 4.28909 4.42372  -0.72
C: -1.14377 2.05114 2.12998  0.31
O: -0.40107 2.77159 1.51342  -0.65
C: 2.54217 -1.26714 -1.22644  -0.54
C: 3.29250 -2.45316 -1.13259  -0.90
H: 4.86304 -5.32807 -3.06471  0.30
H: 4.98314 -6.94576 -2.27195  0.29
H: 4.01501 -6.73082 -3.68264  0.34
H: 2.59578 -6.76612 -1.43217  0.32
H: 2.25863 -5.50157 -2.63902  0.37
H: 0.88694 -4.72047 -0.70444  0.25
H: -0.41595 -2.71794 -0.74004  0.42
H: 1.42320 0.80127 -2.94517  0.44
H: -0.17627 3.24897 -3.74422  0.49
H: -2.47408 4.28505 -3.39294  0.32
H: -3.69307 3.63774 -1.45094  0.49
H: -1.83697 -0.49947 3.67688  0.36
H: -3.05770 -0.21711 2.63976  0.40
H: -3.79120 1.70549 3.51586  0.27
H: -2.61564 1.35366 4.84257  0.29
H: -0.42296 5.14305 4.26660  0.31
H: -1.24288 6.14307 3.05801  0.33
H: -0.13007 4.91684 2.45512  0.35
H: 3.07293 -0.34603 -1.29906  0.51
H: 4.38310 -2.44043 -1.29495  0.35

Output
Molar mass: 428.5 g/mol
SMILES: CCOc1ccc(-c2cc3cccnc3n2C(=O)N2CCN(S(C)(=O)=O)C2=O)cc1
HOMO: -8.11 eV
LUMO level: 0.316 eV
HOMO-LUMO gap: 8.42 eV